{"formula": "C42H47ClNO10PS", "method": "the ωB97M-V functional and the def2-TZVPD basis", "homo_lumo_gap_ev": 6.3, "max_force_ev_per_a": 8.51, "lumo_energy_ev": -2.0093, "symbols": ["C", "C", "C", "C", "C", "C", "C", "C", "C", "C", "C", "C", "C", "O", "C", "C", "N", "C", "C", "C", "O", "C", "C", "C", "C", "O", "C", "C", "C", "C", "O", "O", "C", "P", "S", "C", "Cl", "C", "C", "O", "H", "H", "H", "H", "H", "H", "H", "H", "H", "H", "H", "H", "H", "H", "H", "H", "H", "H", "H", "H", "H", "H", "H", "H", "H", "H", "H", "H", "H", "H", "H", "H", "H", "H", "H", "H", "H", "H", "H", "O", "C", "C", "C", "C", "O", "C", "C", "H", "H", "H", "H", "O", "C", "C", "C", "C", "O", "C", "C", "H", "H", "H", "H"], "xyz": [[11.00074, -1.67305, -1.44309], [9.51631, -1.33380, -0.81075], [9.01653, -2.17861, 0.50197], [8.69529, -0.25109, -1.41641], [7.02264, -0.22394, -1.42329], [6.60673, 1.35336, -1.27243], [5.09718, 1.61568, -0.66389], [4.73736, 0.75688, 0.68073], [4.04814, 1.49238, -1.90301], [3.16420, 0.12966, -1.99341], [1.57449, 0.58409, -1.87350], [0.67333, 0.57388, -3.28153], [-0.89622, 1.03031, -3.38663], [-1.71759, 1.07631, -4.60527], [-1.74810, -0.21364, -5.31205], [-3.18018, -1.02328, -5.18424], [-3.24371, -1.77932, -3.84128], [-4.50568, -2.61783, -3.92920], [-4.50468, -3.94422, -2.94356], [-5.94442, -3.97850, -2.11895], [-3.33810, -4.02943, -2.04967], [-1.61815, 1.53032, -1.97707], [-0.73910, 1.54824, -0.55452], [0.84212, 1.08149, -0.47913], [-1.45765, 2.09032, 0.82895], [-0.69714, 2.70831, 1.75732], [-3.07705, 1.89533, 1.00263], [-3.76454, 1.74638, 2.50407], [-5.41829, 1.51506, 2.51224], [-6.08813, 1.35469, 4.02674], [-6.74713, 0.04380, 4.14897], [-5.85824, -0.89991, 4.00971], [-6.35742, 1.44640, 1.17004], [-8.24479, 1.15638, 1.12581], [-9.22743, 1.97830, 2.60590], [-5.60124, 1.61177, -0.31113], [-6.62542, 1.50798, -1.88812], [-3.95926, 1.85523, -0.41763], [-3.16743, 2.06050, -1.86832], [-3.74977, 2.67508, -2.91888], [11.37961, -0.81067, -2.15578], [10.94869, -2.65407, -2.08774], [11.82410, -1.79171, -0.60657], [8.72255, -1.49417, 1.41473], [8.11139, -2.86529, 0.22450], [9.93323, -2.85500, 0.83945], [9.24637, 0.67959, -1.88503], [6.61502, -0.92910, -0.58260], [6.70017, -0.57787, -2.51789], [6.73544, 1.94596, -2.30075], [7.38225, 1.84274, -0.53301], [5.09006, 2.76261, -0.32969], [4.78338, -0.40153, 0.47559], [5.60714, 0.97411, 1.46688], [3.73047, 1.04317, 1.20412], [4.67760, 1.56778, -2.91453], [3.32552, 2.42038, -1.89103], [3.46975, -0.74220, -1.28071], [3.28851, -0.29889, -3.10089], [1.21776, 0.23080, -4.28396], [-1.61940, 0.04215, -6.47104], [-0.86042, -0.94007, -5.05269], [-4.12614, -0.36539, -5.38765], [-3.16686, -1.88501, -6.00794], [-2.41462, -2.44045, -3.91340], [-5.40290, -1.88677, -3.63860], [-4.75256, -3.01319, -5.00867], [-4.48846, -4.90445, -3.63766], [-6.27074, -5.08870, -1.91562], [-6.79401, -3.44250, -2.73145], [-5.81170, -3.42889, -1.07173], [-3.65013, -3.75450, -1.13533], [1.49968, 1.07558, 0.49710], [-3.12093, 1.80615, 3.50568], [-6.80900, 2.27871, 4.16168], [-5.26899, 1.42877, 4.87636], [-6.27726, -1.58695, 3.38575], [-8.49675, -0.28571, 1.01917], [-8.81773, 1.73701, -0.09477], [-4.94388, 3.27418, 5.89607], [-4.93569, 4.49726, 5.91884], [-5.19727, 5.24297, 7.16572], [-5.19025, 6.57928, 7.18913], [-4.91917, 7.36701, 5.97020], [-4.91097, 8.59009, 5.99297], [-4.65759, 6.62130, 4.72332], [-4.66461, 5.28499, 4.69991], [-5.39368, 4.65082, 8.05150], [-5.38086, 7.14167, 8.09502], [-4.46118, 7.21345, 3.83755], [-4.47400, 4.72260, 3.79403], [4.36225, -2.45264, -0.10138], [4.36621, -3.58073, 0.37181], [3.82555, -3.84933, 1.71894], [3.83232, -5.08180, 2.23594], [4.37893, -6.22753, 1.48207], [4.38289, -7.35562, 1.95526], [4.91959, -5.95893, 0.13494], [4.91282, -4.72646, -0.38206], [3.42749, -2.99863, 2.25901], [3.44037, -5.29590, 3.22275], [5.31765, -6.80963, -0.40513], [5.30477, -4.51235, -1.36887]]}

---

{"formula": "C7H10", "method": "the ωB97M-V functional and the def2-TZVPD basis", "homo_lumo_gap_ev": 10.3, "max_force_ev_per_a": 1.43, "de_lowest_kj_mol": 274.23, "lumo_energy_ev": 1.2460, "symbols": ["C", "C", "C", "C", "C", "C", "C", "H", "H", "H", "H", "H", "H", "H", "H", "H", "H"], "xyz": [[0.33687, -0.64309, 1.47369], [1.46729, 0.03891, 0.64582], [0.80424, -0.47122, -0.65824], [-0.39299, -1.05033, 0.15384], [-1.35519, -0.07418, -0.59402], [-0.97945, 1.34061, -0.39789], [-0.17302, 0.48893, -1.34695], [0.73527, -1.46021, 2.09291], [-0.25343, 0.00538, 2.12382], [1.50811, 1.13089, 0.72866], [2.47887, -0.34233, 0.82687], [1.43955, -1.05062, -1.33472], [-0.94646, -1.96916, 0.02226], [-2.30808, -0.37646, -1.03602], [-1.61334, 2.07550, -0.88217], [-0.61675, 1.63034, 0.58426], [-0.13148, 0.72703, -2.40214]]}

---

{"formula": "C4H9NO", "method": "the ωB97M-V functional and the def2-TZVPD basis", "homo_lumo_gap_ev": 10.5, "max_force_ev_per_a": 0.33, "de_lowest_kj_mol": 215.27, "lumo_energy_ev": 1.1133, "symbols": ["C", "N", "C", "C", "C", "O", "H", "H", "H", "H", "H", "H", "H", "H", "H"], "xyz": [[-0.26348, -1.64486, -1.12945], [-0.24226, -0.26604, -0.66319], [1.09885, 0.25619, -0.45226], [0.19790, 0.01971, 0.69614], [-0.46114, 1.21943, 1.35760], [-0.86880, 2.16561, 0.40097], [0.14063, -1.65842, -2.14735], [0.35073, -2.32439, -0.51521], [-1.28652, -2.02950, -1.16480], [1.92516, -0.43871, -0.59913], [1.25845, 1.27235, -0.80168], [0.42025, -0.82614, 1.35028], [0.27342, 1.71057, 2.00740], [-1.30422, 0.90054, 1.99122], [-1.23897, 1.64366, -0.33054]]}

---

{"formula": "C3H10O2", "method": "the ωB97M-V functional and the def2-TZVPD basis", "homo_lumo_gap_ev": [2.8, 11.0], "spin_multiplicity": 2, "max_force_ev_per_a": 3.46, "de_lowest_kj_mol": 71.73, "lumo_energy_ev": [3.9969, 4.3213], "total_charge": -1, "symbols": ["C", "C", "C", "O", "H", "H", "H", "H", "H", "H", "H", "H", "H", "H", "O"], "xyz": [[-0.99588, -0.56114, -0.38438], [0.11138, 0.49131, -0.27653], [-0.43127, 1.88626, -0.29679], [0.77416, 0.26376, -1.60257], [-1.40788, -0.39656, -1.37866], [-1.79739, -0.47176, 0.34675], [-0.62640, -1.57362, -0.29085], [0.92239, 0.12746, 0.34042], [-1.42704, 2.04901, 0.12344], [-0.53503, 2.28848, -1.31223], [0.19446, 2.59344, 0.22555], [1.13063, 1.11058, -1.90260], [0.57234, -1.07087, 1.77027], [-0.17453, -1.96365, 2.66799], [0.64668, -1.95728, 2.15051]]}